Entry from OMol25: an isolated molecule of C3H7N3OS at a distorted geometry (wB97M-V/def2-TZVPD).

Geometry (Å):
H (2.530, -1.811, 0.662)
N (2.519, -0.850, 0.313)
C (1.393, -0.369, 0.041)
N (1.319, 0.955, -0.309)
O (2.529, 1.700, 0.004)
S (-0.167, -1.269, -0.193)
N (-1.308, 0.043, 0.086)
C (-2.544, -0.211, 0.060)
C (-3.434, 0.986, 0.145)
H (0.468, 1.455, 0.098)
H (3.142, 0.873, 0.026)
H (-2.950, -1.205, -0.091)
H (-2.776, 1.905, 0.312)
H (-4.304, 0.808, 0.872)
H (-3.878, 1.207, -0.938)

Computed properties:
Structure (SMILES): [H]/N=C(/NO)S/N=C/C
Energy above the lowest of the compared OMol25 structures with the same formula, charge and spin in eV: 3.6043
E_tot in eV: -20574.57949
HOMO in eV: -9.0
Orbital gap in eV: 9.605